Record 1
2 unconnected molecules or ions with the total composition C2H8 in a non-equilibrium geometry. Source: the Open Molecules 2025 dataset; level of theory: ωB97M-V with the def2-TZVPD basis set.

Output
Total charge: 0
2S+1: 1
Gap between HOMO and LUMO in eV: 13.95
SMILES: C.C
HOMO level in eV: -12.8

The geometry in XYZ format:
```
10
Properties=species:S:1:pos:R:3:forces:R:3:lowdin_charge:R:1
C 0.917 3.851 -1.140 -1.4 -0.5 -0.7 -0.07
H 1.396 2.924 -1.458 -0.6 -0.3 -0.3 0.00
H -0.189 3.718 -0.860 1.9 -0.1 0.2 0.04
H 0.832 4.500 -2.027 0.7 0.1 0.5 0.01
H 1.615 4.151 -0.368 -0.5 0.9 0.3 0.01
C -0.902 -3.843 1.189 -1.1 0.8 -0.1 -0.05
H -1.348 -4.714 0.721 -0.3 0.1 -0.3 0.01
H -1.673 -3.284 1.770 0.8 -0.9 0.2 0.03
H -0.611 -3.083 0.474 0.3 -0.3 -0.5 0.01
H -0.037 -4.221 1.699 0.3 0.3 0.8 0.00
```
Positions in Å, forces in eV/Å.


Record 2
A gas-phase ion, C8H7O (charge +1) in a non-equilibrium geometry. Source: the Open Molecules 2025 dataset; level of theory: ωB97M-V with the def2-TZVPD basis set.

Output
Total charge: +1
2S+1: 1
Gap between HOMO and LUMO in eV: 8.38
HOMO level in eV: -14.1

The geometry in XYZ format:
```
16
Properties=species:S:1:pos:R:3:forces:R:3:lowdin_charge:R:1
C 1.349 0.363 1.759 -1.9 0.8 -2.7 -0.01
C 0.901 -0.994 1.648 1.6 0.3 1.7 -0.04
C 0.952 1.330 0.762 -0.6 -0.3 0.1 0.07
C 0.184 -1.447 0.597 -1.3 -1.4 -2.6 -0.03
C 0.016 0.823 -0.255 1.9 1.2 1.4 -0.16
C -0.226 -0.523 -0.399 -2.5 -1.9 -0.7 -0.06
C -0.767 1.501 -1.216 1.7 -1.7 0.7 0.04
C -1.315 -0.669 -1.658 3.4 -0.6 1.7 0.06
O -1.468 0.755 -1.930 -2.0 -1.9 -1.7 0.07
H 1.852 0.589 2.652 0.9 0.7 0.7 0.09
H 1.231 -1.746 2.435 -0.5 1.2 -1.0 0.15
H 1.223 2.466 0.651 -0.3 -2.5 0.9 0.16
H -0.066 -2.544 0.481 0.3 1.5 0.2 0.15
H -0.788 2.453 -1.600 0.1 2.7 0.0 0.15
H -0.840 -1.176 -2.589 -0.9 1.1 1.6 0.18
H -2.238 -1.179 -1.339 0.2 0.7 -0.3 0.15
```
Positions in Å, forces in eV/Å.


Record 3
A single C5H9NO molecule in a non-equilibrium geometry. Source: the Open Molecules 2025 dataset; level of theory: ωB97M-V with the def2-TZVPD basis set.

Output
Total charge: 0
2S+1: 1
Gap between HOMO and LUMO in eV: 8.23
HOMO level in eV: -7.6

The geometry in XYZ format:
```
16
Properties=species:S:1:pos:R:3:forces:R:3:lowdin_charge:R:1
C 0.365 -0.047 1.360 3.0 2.1 4.1 -0.18
C -1.035 -0.238 -0.490 -1.7 -0.9 -2.1 -0.16
C -0.525 0.732 -2.720 0.0 -0.1 0.1 -0.11
C 1.492 -0.050 3.388 0.1 0.3 0.2 -0.10
C -0.816 -0.553 -1.941 0.1 0.0 0.0 -0.23
N -0.202 -0.508 0.390 -0.7 -0.9 -1.4 0.08
O 0.643 -0.730 2.471 -0.6 -0.8 -0.8 -0.11
H -1.999 0.182 -0.219 0.0 0.3 0.1 0.13
H -0.382 0.518 -3.777 0.0 0.0 -0.1 0.07
H 0.375 1.206 -2.337 0.1 0.1 0.0 0.07
H -1.353 1.428 -2.616 -0.1 0.2 0.0 0.07
H 1.736 -0.769 4.167 0.0 0.0 0.0 0.08
H 0.975 0.809 3.825 0.0 -0.1 -0.1 0.08
H 2.405 0.293 2.896 -0.1 -0.1 0.0 0.08
H 0.026 -1.240 -2.039 -0.1 0.0 0.0 0.11
H -1.705 -1.033 -2.357 0.0 -0.1 0.0 0.10
```
Positions in Å, forces in eV/Å.


Record 4
A gas-phase ion, C3H8N2 (charge +1) in a non-equilibrium geometry. Source: the Open Molecules 2025 dataset; level of theory: ωB97M-V with the def2-TZVPD basis set.

Output
Total charge: +1
2S+1: 2
Gap between HOMO and LUMO (alpha / beta) in eV: 12.40 / 7.33
HOMO level (alpha / beta) in eV: -16.6 / -16.3

The geometry in XYZ format:
```
13
Properties=species:S:1:pos:R:3:forces:R:3:lowdin_charge:R:1
C 0.508 -1.046 -1.677 -3.3 1.2 -0.2 -0.07
C 1.162 -0.163 -0.635 2.5 4.5 -2.1 -0.22
N 0.457 0.004 0.651 -1.5 0.1 -3.9 0.18
C -0.702 0.777 0.655 5.2 -1.7 -0.5 -0.19
N -1.649 0.519 1.417 -2.4 1.6 2.9 0.26
H 1.290 -1.355 -2.330 0.3 -0.5 -0.5 0.08
H -0.387 -0.595 -2.291 1.8 -0.5 1.3 0.13
H 0.075 -1.813 -1.072 -0.2 -1.4 -0.3 0.07
H 2.190 -0.584 -0.630 -0.6 0.5 1.4 0.14
H 1.337 0.939 -1.127 -0.5 -2.5 1.4 0.18
H 0.555 -0.824 1.165 -0.4 -1.2 1.9 0.15
H -0.534 1.654 0.107 -0.1 1.5 -1.1 0.14
H -1.981 1.505 1.648 -1.0 -1.6 -0.2 0.15
```
Positions in Å, forces in eV/Å.


Values of relative energy (zero: lowest compared OMol25 entry of this formula, charge and spin), in order: 35.00, 9.13, 365.22, 297.89, all in kJ/mol.